Entry 1:
ORCA calculation (wB97M-V/def2-TZVPD) on C24H42Cl3N4O3PbSi as an isolated structure in a non-equilibrium geometry.

Geometry as XYZ:
```
78
Properties=species:S:1:pos:R:3:mulliken_charge:R:1
C -1.8422 -2.2998 -4.7647 -1.50
C -1.1227 -2.9370 -3.5960 1.31
H -2.3376 -3.0899 -5.3317 0.39
H -1.2021 -1.7170 -5.4406 0.18
H -2.6004 -1.6490 -4.3225 0.29
C -1.0025 -4.3377 -3.5331 -0.64
C -1.0062 -5.2076 -4.7301 -1.69
H -1.0801 -4.8325 -2.5673 0.33
H -0.4469 -4.7447 -5.5671 0.29
H -2.0191 -5.4457 -5.1119 0.33
H -0.5296 -6.1778 -4.5114 0.37
Pb 1.0903 1.5176 0.2019 1.30
Cl -1.7475 0.6083 -0.1888 -0.63
Cl 3.0088 3.1343 -0.5186 -0.70
H 0.5413 6.5026 3.5370 0.34
H -1.8564 6.9897 2.6860 0.31
C 0.7762 6.0071 2.5889 -0.94
C -1.4965 6.5672 1.7314 -0.84
N -0.4656 5.5586 1.9770 0.16
H 1.4431 5.1606 2.7493 0.25
C -0.6868 4.2774 1.6394 0.32
O 0.1136 3.3394 1.8670 -0.70
H -2.3190 6.0536 1.2121 0.25
H -1.6728 4.1318 1.1427 0.28
H 1.2534 6.7391 1.9280 0.33
H -1.0955 7.3816 1.1044 0.32
H 2.4846 -0.9991 -3.8808 0.18
H 2.1344 -3.7691 -3.1717 0.30
C 3.3652 -1.0998 -3.2258 -1.07
C 3.1114 -3.5259 -2.7221 -0.99
N 3.1216 -2.1470 -2.2419 0.42
H 3.5556 -0.1530 -2.7061 0.34
C 2.8354 -1.8302 -0.9585 -0.01
O 2.5917 -0.6769 -0.5501 -0.59
H 3.3095 -4.2182 -1.8926 0.30
H 2.8654 -2.6968 -0.2650 0.30
H 4.2230 -1.4028 -3.8443 0.38
H 3.8759 -3.6431 -3.5034 0.32
O -0.0585 -2.0658 -3.0921 -0.23
C -1.1214 -2.2026 -2.1790 -0.94
C 0.1828 -3.7240 -0.6631 0.05
C -0.9231 -2.8887 -0.8951 0.41
H 0.9549 -3.8077 -1.4315 0.83
C 0.2915 -4.4562 0.5117 -0.86
H -1.7442 -1.3117 -2.1096 0.32
C -1.8160 -2.6745 0.1925 -0.74
H 1.1488 -5.1112 0.6553 0.36
C -0.6971 -4.3730 1.4969 -0.60
C -1.7178 -3.4228 1.3589 -0.63
H -2.5771 -1.8927 0.1092 0.44
H -0.6318 -5.0036 2.3866 0.44
H -2.4721 -3.3130 2.1458 0.43
Si -0.1663 2.4411 -3.4672 0.32
Cl 0.7285 0.7028 -2.4781 0.03
C 1.2833 3.5427 -3.9281 -0.86
C -1.2989 3.3164 -2.2473 -0.75
C -1.0599 2.0618 -5.0507 -0.97
H 1.9205 3.7756 -3.0561 0.18
H 0.8960 4.4816 -4.3659 0.30
H 1.9003 3.0471 -4.6936 0.25
H -0.3772 1.5898 -5.7694 0.27
H -1.4345 2.9987 -5.5043 0.34
H -1.9129 1.3956 -4.8728 0.28
H -1.9001 2.5698 -1.6948 0.23
H -1.9759 3.9878 -2.8061 0.42
H -0.7570 3.9268 -1.5053 0.07
C -1.6203 0.7074 3.1032 -0.83
C -0.4934 -0.2256 3.0388 0.34
N 0.6469 -0.1252 2.3576 -0.01
C 1.3386 -1.3107 2.5349 -0.42
C 0.6471 -2.0901 3.4325 -0.77
N -0.5162 -1.4139 3.7112 0.05
H -2.2941 0.4060 3.9150 0.38
H -1.2456 1.7247 3.2630 -0.05
H -2.1645 0.6928 2.1417 0.15
H 2.2818 -1.5036 2.0525 0.45
H 0.8751 -3.0667 3.8215 0.45
H -1.3000 -1.7290 4.2656 0.25
```

Values from the calculation:
total charge: -1
HOMO level (spin up / spin down): -1.1 / -1.1 eV
spin multiplicity: 1
calculated total energy: -3247.46438 Eh

=====

Entry 2:
ORCA calculation (wB97M-V/def2-TZVPD) on C24H42Cl3N4O3SiTi as an isolated structure in a non-equilibrium geometry.

Geometry as XYZ:
```
78
Properties=species:S:1:pos:R:3:mulliken_charge:R:1
C -3.3876 -3.7820 -1.1671 -1.85
C -1.9236 -3.4392 -1.2675 1.40
H -3.4814 -4.8683 -0.9904 0.32
H -3.9235 -3.5614 -2.1146 0.28
H -3.8866 -3.2540 -0.3664 0.42
C -1.1326 -4.1636 -2.1732 -0.51
C -1.5948 -4.6313 -3.4939 -1.72
H -0.1973 -4.6296 -1.8441 0.31
H -1.9966 -3.8524 -4.1542 0.25
H -2.3291 -5.4428 -3.4884 0.36
H -0.7078 -5.0450 -3.9811 0.42
Ti -0.2087 2.5305 0.7127 -0.27
Cl -1.1224 2.7264 2.8269 -0.69
Cl -1.0721 4.2880 -0.3929 -0.48
C 1.6604 0.4981 2.0212 0.03
O 1.2449 1.2600 1.0996 0.42
N 2.9391 0.1483 1.9983 0.54
C 3.7361 0.4835 0.8225 -0.81
C 3.5544 -0.4851 3.1428 -0.99
H 1.0003 0.1360 2.8267 0.53
H 3.4947 1.4886 0.4520 0.23
H 3.5824 -0.2461 0.0138 0.02
H 4.7825 0.4465 1.1247 0.46
H 2.9328 -0.2657 4.0228 0.36
H 4.5557 -0.0601 3.2707 0.36
H 3.6177 -1.5698 2.9931 0.25
H -1.6835 -0.3120 -3.2551 0.14
H 0.7461 -1.8178 -3.4555 0.40
C -0.9187 0.4296 -3.5311 -0.92
C 1.1839 -0.8187 -3.5182 -1.18
N 0.3352 0.1376 -2.8371 0.51
H -1.2649 1.4380 -3.2876 0.37
C 0.8574 0.9022 -1.8488 0.31
O 0.4915 2.0447 -1.4844 -0.61
H 2.1629 -0.7946 -3.0354 0.28
H 1.6973 0.3673 -1.3325 0.02
H -0.7138 0.3218 -4.6069 0.36
H 1.2572 -0.5570 -4.5743 0.47
O -1.7076 -1.9370 -1.0314 -0.09
C -1.2314 -2.7963 -0.0316 -0.89
C 1.2142 -2.6171 -0.7544 0.26
C 0.2312 -2.9081 0.2098 0.59
H 0.9075 -2.2160 -1.7165 0.46
C 2.5663 -2.8341 -0.4892 -0.95
H -1.7941 -2.7966 0.9105 0.30
C 0.6466 -3.4214 1.4642 -0.73
H 3.3328 -2.6136 -1.2494 0.40
C 2.9483 -3.3674 0.7417 -0.53
C 1.9912 -3.6435 1.7359 -0.72
H -0.1423 -3.7280 2.1718 0.37
H 3.9980 -3.6031 0.9152 0.40
H 2.2704 -4.0877 2.7012 0.40
Si -3.6113 1.2692 -0.0758 0.54
Cl -1.3115 0.6548 0.2385 0.29
C -3.7259 2.1129 -1.7265 -0.90
C -3.9398 2.7258 1.0914 -1.11
C -4.7161 -0.0556 0.4364 -0.98
H -3.1145 1.6807 -2.5209 0.14
H -3.4645 3.1895 -1.6271 0.28
H -4.7987 2.0292 -1.9908 0.42
H -4.8738 -0.7587 -0.3818 0.27
H -5.6568 0.4365 0.7079 0.44
H -4.3182 -0.5770 1.3110 0.29
H -3.2314 3.5487 0.9779 0.29
H -4.0012 2.4281 2.1325 0.27
H -4.9334 3.1113 0.7678 0.36
C 1.5185 3.8118 4.0843 -1.20
C 1.8663 4.2296 2.7087 0.35
N 1.3594 3.9932 1.4975 0.53
C 2.1384 4.7057 0.5923 -0.57
C 3.0746 5.4197 1.2886 -0.74
N 2.8986 5.0844 2.6086 -0.05
H 2.3365 3.2345 4.5406 0.28
H 1.3361 4.7299 4.6818 0.47
H 0.5957 3.2228 4.0074 0.08
H 1.9445 4.6619 -0.4677 0.48
H 3.8022 6.1311 0.9845 0.45
H 3.3077 5.4997 3.4280 0.22
```

Values from the calculation:
<S²>: 0.75
HOMO level (spin up / spin down): -3.8 / -3.8 eV
spin multiplicity: 2
calculated total energy: -3904.04581 Eh

=====

Entry 3:
ORCA calculation (wB97M-V/def2-TZVPD) on C24H42ClMgN6O4 as an isolated structure in a non-equilibrium geometry.

Geometry as XYZ:
```
78
Properties=species:S:1:pos:R:3:mulliken_charge:R:1
Mg 0.5672 -1.1636 -3.2948 0.98
Cl -0.0454 0.1046 -0.0299 1.10
O 0.7277 0.3375 1.1782 -0.18
O -0.5792 1.3074 -0.5266 -0.44
O 0.7294 -0.4722 -1.0599 -0.05
O -1.1573 -0.7962 0.1765 -0.13
C -6.1225 -0.7815 2.1843 -1.17
C -5.8065 -1.8368 1.1538 -0.53
C -4.3482 -1.6801 0.5124 -0.04
C -4.1551 -2.2061 -0.8396 0.10
N -4.0220 -2.6224 -1.9073 -0.51
H -7.1143 -1.0409 2.5548 0.37
H -6.0882 0.2431 1.8140 0.35
H -5.4441 -0.9771 3.0147 0.30
H -6.5743 -1.9228 0.3849 0.43
H -5.8414 -2.7809 1.6975 0.30
H -3.5452 -2.0730 1.1360 0.35
H -4.1602 -0.6130 0.3938 0.12
C 5.8789 -1.8439 0.6819 -1.19
C 5.1732 -0.6304 1.3505 -0.61
C 3.9489 -0.0745 0.6555 1.42
C 4.0883 0.2499 -0.7459 0.08
N 4.1786 0.4546 -1.8763 -0.59
H 6.7818 -2.0880 1.2416 0.38
H 6.1546 -1.7017 -0.3630 0.34
H 5.1851 -2.6821 0.6165 0.27
H 5.9298 0.1482 1.4486 0.38
H 4.9053 -0.8628 2.3812 0.33
H 3.6113 0.8375 1.1479 0.03
H 3.1003 -0.7585 0.6479 -0.84
C 2.1556 2.3005 4.0118 -0.80
C 1.4054 1.6923 5.2229 -0.58
C 0.6801 0.3532 4.9356 -0.10
C 1.5453 -0.8054 4.6764 0.28
N 2.2161 -1.7113 4.5336 -0.48
H 2.8876 1.6264 3.5672 0.09
H 2.6608 3.2504 4.1870 0.42
H 1.4446 2.5399 3.2211 0.17
H 0.7906 2.4913 5.6372 0.37
H 2.1288 1.4992 6.0151 0.33
H 0.0827 0.4283 4.0270 -0.05
H -0.0224 0.1618 5.7468 0.41
C -0.2638 -5.5618 0.9550 -1.32
C -0.3681 -4.0486 1.2651 -0.23
C 0.9414 -3.3227 1.6036 0.26
C 1.9013 -3.2533 0.4998 0.22
N 2.6652 -3.2062 -0.4067 -0.59
H 0.2326 -6.0281 1.8060 0.35
H 0.3712 -5.7465 0.0885 0.33
H -1.2339 -6.0438 0.8333 0.40
H -0.9672 -3.8599 2.1559 0.35
H -0.8399 -3.5044 0.4470 0.07
H 1.4022 -3.7969 2.4701 0.56
H 0.6896 -2.3254 1.9645 -0.36
C -2.8105 2.9299 -3.8778 -0.98
C -3.9770 2.1191 -3.3427 -0.92
C -3.4910 0.9135 -2.4849 -0.05
C -2.3889 0.1590 -2.9954 0.26
N -1.4770 -0.4710 -3.3545 -0.39
H -2.2877 2.1895 -4.4832 0.30
H -2.1648 3.3040 -3.0833 0.22
H -3.2808 3.7560 -4.4111 0.40
H -4.5947 1.7440 -4.1587 0.38
H -4.6822 2.6705 -2.7208 0.43
H -4.3197 0.2351 -2.2824 0.34
H -3.2520 1.3591 -1.5192 0.26
C 1.0873 4.7073 -3.0542 -0.99
C 2.3153 4.1322 -3.7899 -0.46
C 1.9354 3.0734 -4.7954 -0.48
C 1.4983 1.7631 -4.1857 0.34
N 1.1884 0.7320 -3.7028 -0.35
H 0.4170 5.1588 -3.7855 0.34
H 1.3947 5.5010 -2.3733 0.37
H 0.4971 4.0461 -2.4197 0.14
H 3.0014 3.6202 -3.1151 0.33
H 2.8521 4.8919 -4.3582 0.33
H 2.8571 2.8773 -5.3432 0.34
H 1.2196 3.3850 -5.5561 0.39
```

Values from the calculation:
<S²>: 0.76
total charge: +2
HOMO level (spin up / spin down): -15.5 / -15.5 eV
spin multiplicity: 2
calculated total energy: -2228.51459 Eh

=====

Entry 4:
ORCA calculation (wB97M-V/def2-TZVPD) on C24H42N6O2SSi2Tl as an isolated structure.

Geometry as XYZ:
```
78
Properties=species:S:1:pos:R:3:mulliken_charge:R:1
Tl -0.3629 0.0800 -0.6216 1.67
N 0.2110 -0.8469 1.4817 0.03
C -0.7041 -1.0808 2.6228 -0.43
C -1.4646 -2.4026 2.5419 -0.68
C -2.8575 -2.4042 1.9008 -0.63
C -2.9521 -2.4861 0.3846 -0.85
N -2.5765 -1.2355 -0.3057 -0.18
H 0.6697 -1.7198 1.2244 -0.34
H 0.9774 -0.2361 1.7493 0.31
H -1.3905 -0.2398 2.6985 0.12
H -0.1039 -1.0811 3.5352 0.49
H -1.5892 -2.7520 3.5680 0.41
H -0.8309 -3.1561 2.0596 0.20
H -3.4295 -1.5408 2.2559 0.23
H -3.3887 -3.2781 2.2834 0.42
H -3.9771 -2.7645 0.1240 0.46
H -2.3062 -3.2831 0.0096 0.41
H -3.1974 -0.4860 -0.0120 -0.19
H -2.7443 -1.3560 -1.3021 0.21
N 4.8939 0.1634 -0.0296 -0.08
C 4.9308 -0.8513 0.8962 -0.96
C 3.6370 -1.0443 1.2717 -0.42
N 2.8122 -0.1773 0.5988 0.31
C 3.5966 0.5412 -0.1694 0.00
C 3.1113 1.5936 -1.0496 -0.14
N 1.8478 1.7715 -1.3568 0.45
C 1.8162 2.8538 -2.2005 -0.43
C 3.0738 3.3340 -2.3993 -0.84
N 3.8958 2.5177 -1.6625 -0.12
H 5.6865 0.5100 -0.5416 0.19
H 5.8493 -1.3277 1.1900 0.48
H 3.2592 -1.7699 1.9741 0.48
H 0.8993 3.2201 -2.6312 0.34
H 3.4509 4.1532 -2.9847 0.43
H 4.8828 2.6559 -1.5322 0.20
O 5.1623 -5.7647 0.2927 -0.48
C 4.0850 -5.2102 0.8840 0.58
O 3.8936 -5.3453 2.0587 -0.55
C 3.2133 -4.3512 0.0239 0.48
C 1.8617 -4.2622 0.3498 -0.53
C 1.0322 -3.4245 -0.3708 -0.41
C 1.5521 -2.6038 -1.3748 0.15
S 0.5200 -1.4926 -2.2922 -0.30
C 2.8973 -2.7055 -1.7059 -0.97
C 3.7180 -3.5918 -1.0229 -0.73
H 5.1035 -5.6852 -0.6669 0.36
H 1.4801 -4.8691 1.1613 0.50
H -0.0320 -3.3937 -0.1708 0.66
H 3.2999 -2.0787 -2.4910 0.50
H 4.7710 -3.6396 -1.2762 0.33
C -4.4885 2.0470 -1.1013 -1.07
Si -2.7726 2.1602 -1.8504 0.39
C -2.5735 3.8379 -2.6558 -1.22
C -2.6659 0.8358 -3.1944 -1.16
C -1.3996 2.0033 -0.5579 0.17
Si -1.7077 2.6796 1.1660 0.08
C -0.1007 2.5569 2.1483 -0.76
C -2.1785 4.4872 1.0453 -1.17
C -3.1216 1.7957 2.0353 -0.62
H -5.2159 2.1068 -1.9153 0.42
H -4.7010 2.8677 -0.4142 0.30
H -4.6804 1.1116 -0.5703 0.31
H -3.3810 4.0157 -3.3694 0.39
H -1.6322 3.8973 -3.2085 0.31
H -2.5871 4.6489 -1.9257 0.31
H -2.9334 1.2791 -4.1565 0.48
H -3.3824 0.0281 -3.0211 0.22
H -1.6794 0.3857 -3.3280 0.36
H -0.6091 2.6561 -0.9443 -0.35
H 0.5995 1.8293 1.7278 -0.11
H -0.2694 2.3035 3.1970 0.38
H 0.4100 3.5224 2.1306 0.49
H -1.4089 5.0696 0.5344 0.35
H -2.2949 4.9045 2.0489 0.37
H -3.1224 4.6349 0.5176 0.31
H -3.1432 0.7169 1.8843 -0.25
H -4.0817 2.1887 1.6946 0.42
H -3.0629 1.9736 3.1121 0.47
```

Values from the calculation:
total charge: +1
HOMO level: -11.0 eV
spin multiplicity: 1
calculated total energy: -2568.32496 Eh

=====

Per-record relative energy (zero: lowest compared OMol25 entry of this formula, charge and spin), eV: 4.129, 0.235, 0.000, 0.475